[1]
Computed, not measured: a molecular structure, C29H46CoP2 at a distorted geometry, with the ωB97M-V functional and the def2-TZVPD basis.

As for the expectation value of S²: 6.04. The spin multiplicity is 5. The calculation puts the HOMO energy (spin up / spin down) at -0.3294 / -0.3540 hartree. The value obtained for the orbital gap (spin up / spin down) is 5.68 / 5.79 eV. As for the energy relative to the best compared isomer or geometry (same formula, charge and spin): 5.786 eV. Its calculated total energy is -3197.4597 a.u. Its total charge is +1.

Each line ends with the Löwdin spin population.
Element x y z (Å)
Co  -1.622  -0.144  -1.838  1.92
P  -0.254  -2.791  -1.060  0.08
P  2.765  -2.723  -1.380  0.08
C  -1.268  2.289  0.130  0.04
C  0.082  0.842  3.988  0.03
C  4.211  -3.034  -0.305  0.03
C  2.744  1.483  0.111  0.00
C  -0.927  2.666  -1.199  0.08
C  0.806  -0.792  -1.439  0.48
C  -0.477  -2.999  -2.843  0.01
C  0.029  3.764  -1.529  0.02
C  -0.908  0.938  6.208  -0.01
C  -4.264  1.153  -1.739  0.00
C  -2.861  1.383  -1.301  -0.01
C  2.131  -0.216  -1.693  0.06
C  2.550  0.706  1.192  0.00
C  2.211  1.259  -1.261  0.02
C  0.038  -1.141  -0.248  0.10
C  -1.671  2.424  4.432  0.02
C  0.523  -0.909  1.164  0.01
C  -0.821  1.786  3.540  0.29
C  -3.340  1.102  1.193  0.01
C  3.336  -3.308  -2.997  0.01
C  0.011  0.362  5.317  0.01
C  -0.630  2.857  1.315  0.40
C  2.040  -0.706  1.278  0.00
C  -2.428  1.470  0.080  0.07
C  -2.082  2.589  -3.487  0.00
C  -1.737  1.982  5.775  0.01
C  -1.847  2.090  -2.108  0.00
C  1.342  -3.682  -0.798  0.00
C  -1.479  -3.795  -0.228  0.03
H  2.836  1.101  2.178  0.00
H  4.117  -2.626  -3.367  0.00
H  -0.962  0.578  7.234  0.00
H  -2.814  0.720  2.076  0.00
H  -1.555  -2.975  -3.065  0.00
H  -2.444  2.451  6.469  0.00
H  3.767  -4.312  -2.871  0.00
H  -2.425  -3.757  -0.781  0.00
H  4.807  -3.842  -0.758  0.01
H  -3.966  1.953  1.514  0.00
H  2.546  -1.379  0.572  0.00
H  2.860  1.800  -1.963  0.00
H  -1.132  2.775  -3.999  0.00
H  0.186  -1.724  1.827  0.00
H  -1.117  -4.831  -0.228  0.00
H  -2.646  1.842  -4.050  0.00
H  0.457  2.993  1.206  0.01
H  3.319  2.415  0.238  0.00
H  -4.833  2.096  -1.732  0.00
H  1.303  -4.590  -1.426  0.00
H  0.677  -0.448  5.620  0.00
H  -4.024  0.315  0.848  0.00
H  4.840  -2.129  -0.247  0.00
H  -0.070  -3.986  -3.109  0.00
H  2.330  -1.081  2.275  0.00
H  -4.267  0.733  -2.750  0.00
H  -1.078  3.826  1.601  0.01
H  0.126  -0.528  -2.317  0.01
H  0.864  0.452  3.334  0.00
H  -1.045  -0.663  -0.335  0.02
H  -2.660  3.528  -3.485  0.00
H  3.049  -0.728  -1.294  0.01
H  3.913  -3.322  0.713  0.00
H  -0.496  4.735  -1.603  0.00
H  -2.293  3.267  4.119  0.00
H  0.520  3.587  -2.498  0.00
H  2.262  -0.255  -2.792  0.00
H  1.474  -3.991  0.256  0.00
H  0.812  3.888  -0.762  0.00
H  1.217  1.703  -1.401  0.00
H  2.510  -3.329  -3.718  0.00
H  0.045  -2.231  -3.430  0.00
H  -1.650  -3.475  0.806  0.00
H  0.008  -0.007  1.534  0.00
H  -0.814  2.106  2.359  0.10
H  -4.760  0.441  -1.071  0.00

[2]
Computed, not measured: a molecular structure, C29H46FN7O4PRuSSi, with the ωB97M-V functional and the def2-TZVPD basis.

As for the expectation value of S²: 6.02. The spin multiplicity is 5. The calculation puts the HOMO energy (spin up / spin down) at -0.4155 / -0.4176 hartree. The value obtained for the orbital gap (spin up / spin down) is 8.71 / 6.83 eV. As for the energy relative to the best compared isomer or geometry (same formula, charge and spin): 0.000 eV. Its calculated total energy is -3040.6102 a.u. Its total charge is +1.

Each line ends with the Löwdin spin population.
Element x y z (Å)
Ru  -0.183  0.454  -1.197  2.57
S  -1.616  0.728  0.529  0.22
P  1.795  -1.160  0.869  0.11
Si  -4.699  2.746  1.080  0.00
F  -0.468  3.519  -6.519  0.00
O  -3.210  3.837  -6.181  0.00
O  -3.623  -0.531  -4.999  0.00
O  0.298  0.246  -3.236  0.06
O  -1.247  -1.128  -2.514  0.13
N  3.382  -1.076  0.474  0.02
N  1.605  -0.212  2.189  0.03
N  -1.554  2.018  -1.647  0.02
N  1.225  -2.639  1.264  0.02
N  0.993  -0.711  -0.475  0.67
N  -1.530  0.239  -5.493  0.00
N  -3.393  1.621  -5.693  0.00
C  -0.730  1.296  -5.882  0.00
C  -1.821  2.853  -2.647  0.01
C  4.410  -1.392  1.485  0.00
C  5.708  -0.681  1.144  0.00
C  2.175  1.681  3.662  0.00
C  -3.483  2.730  -0.391  0.01
C  2.265  1.106  2.248  0.00
C  -1.245  2.496  -6.159  0.00
C  -4.628  4.473  1.795  0.00
C  -0.604  -0.647  -3.460  0.02
C  -2.678  2.763  -6.038  0.00
C  0.416  -4.844  0.566  0.00
C  -2.929  3.679  -2.585  0.01
C  0.518  -0.369  3.161  0.00
C  2.292  0.562  4.690  0.00
C  -0.919  -0.957  -4.916  0.00
C  -3.741  3.602  -1.461  0.01
C  1.082  -0.380  4.583  0.00
C  0.197  -3.343  0.470  0.01
C  -6.388  2.379  0.369  0.00
C  3.876  -0.768  -0.880  0.01
C  5.141  -1.566  -1.156  0.00
C  6.272  -1.187  -0.188  0.00
C  -2.908  0.366  -5.372  0.00
C  0.277  -5.341  2.011  0.00
C  1.824  -3.393  2.379  0.00
C  -4.244  1.475  2.374  0.00
C  -2.347  1.957  -0.555  0.03
C  0.771  -4.286  3.014  0.00
H  2.230  -2.685  3.103  0.00
H  0.839  -6.268  2.131  0.00
H  5.513  0.395  1.096  0.00
H  4.577  -2.474  1.532  0.00
H  -4.612  4.247  -1.418  0.00
H  -6.421  1.385  -0.080  0.00
H  3.101  -1.016  -1.602  0.01
H  1.804  1.789  1.522  0.00
H  -0.007  -1.195  -5.461  0.00
H  -0.800  -3.080  0.841  0.00
H  -0.178  0.465  3.031  0.00
H  0.254  -3.008  -0.564  0.00
H  -0.766  -5.584  2.223  0.00
H  6.910  -0.419  -0.628  0.00
H  4.045  -1.080  2.466  0.00
H  1.411  -5.073  0.174  0.00
H  2.371  0.969  5.698  0.00
H  -6.682  3.100  -0.396  0.00
H  -4.231  0.459  1.977  0.00
H  -0.060  -3.661  3.350  0.00
H  5.444  -1.407  -2.191  0.00
H  -1.632  -1.771  -4.988  0.00
H  3.310  0.980  1.968  0.00
H  -3.155  4.356  -3.396  0.00
H  6.909  -2.055  -0.016  0.00
H  -4.879  5.235  1.054  0.00
H  -4.396  1.724  -5.614  0.00
H  -0.037  -1.278  2.935  0.00
H  -0.296  -5.349  -0.086  0.00
H  4.075  0.306  -0.968  0.00
H  1.364  -1.393  4.874  0.00
H  2.661  -4.002  2.019  0.00
H  -3.634  4.702  2.183  0.00
H  2.963  2.424  3.785  0.00
H  -5.338  4.575  2.619  0.00
H  1.184  -4.759  3.906  0.00
H  -1.140  2.834  -3.487  0.00
H  0.291  -0.069  5.269  0.00
H  1.228  2.209  3.800  0.00
H  6.426  -0.828  1.952  0.00
H  0.331  1.103  -5.931  0.00
H  4.898  -2.628  -1.062  0.00
H  -3.279  1.676  2.840  0.00
H  3.216  0.006  4.510  0.00
H  -5.002  1.510  3.160  0.00
H  -7.144  2.414  1.156  0.00